w) {"formula": "C6H8FNO2", "method": "ωB97M-V/def2-TZVPD", "species": ["C", "C", "C", "C", "C", "C", "N", "O", "O", "F", "H", "H", "H", "H", "H", "H", "H", "H"], "xyz": [[-1.81405, -1.74181, -0.21864], [0.01158, 1.21763, 0.42259], [-2.21650, 0.57877, -0.11729], [1.77212, 0.25393, -1.23629], [1.37297, -0.13043, 1.25756], [1.38278, 0.83065, 0.12164], [-2.59973, -0.74460, 0.06737], [-2.99413, 1.45672, -0.07157], [-0.89452, 0.65638, -0.39150], [2.27385, 1.95095, 0.38214], [-2.51489, -2.68945, -0.27005], [1.53824, 0.99475, -1.94432], [2.95261, 0.03776, -1.18314], [1.11213, -0.59851, -1.45193], [2.50704, -0.18646, 1.55453], [1.09773, -1.18319, 0.81674], [0.66063, 0.10397, 2.12318], [-3.64786, -0.80707, 0.13900]], "lowdin_charge": [0.080, 0.069, -0.544, -0.006, -0.052, -0.601, -0.014, 0.204, 0.013, -0.036, 0.052, 0.059, 0.146, 0.081, 0.144, 0.121, 0.109, 0.177], "homo_lumo_gap_ev": 8.653, "homo_ev": -8.84}

x) {"formula": "C6H8FNO2", "method": "ωB97M-V/def2-TZVPD", "species": ["C", "C", "F", "C", "O", "C", "C", "C", "O", "N", "H", "H", "H", "H", "H", "H", "H", "H"], "xyz": [[-0.92826, -1.11164, 2.21330], [-0.85150, -1.13298, 0.70068], [-0.22621, -2.20128, 0.14318], [-0.13633, 0.32743, 0.08834], [-0.87035, 1.28243, 0.74293], [-0.42797, 0.27239, -1.37902], [0.61779, 0.66788, -2.07030], [1.73721, 0.92601, -1.12164], [2.90489, 1.35353, -1.59317], [1.35363, 0.87856, 0.08990], [-1.96999, -1.40542, 2.42117], [-0.23135, -1.94806, 2.56379], [-0.63327, -0.15763, 2.57050], [-1.81121, -1.01515, 0.20687], [-0.66785, 1.21238, 1.69464], [-1.40116, -0.00418, -1.64424], [0.63692, 0.90038, -3.10417], [2.90503, 1.15534, -2.52276]], "lowdin_charge": [-0.013, -0.280, 0.009, -0.393, 0.002, -0.008, 0.020, -0.432, 0.116, 0.193, 0.092, 0.120, 0.050, 0.127, 0.091, 0.107, 0.100, 0.099], "homo_lumo_gap_ev": 10.051, "homo_ev": -9.42, "smiles": "C[C@H](F)[C@]1(O)C=CC(O)=N1"}

Q: Which of them is the most stable? A: x).

w) {"formula": "C4H8N4", "method": "ωB97M-V/def2-TZVPD", "species": ["H", "N", "C", "N", "C", "N", "H", "C", "C", "N", "H", "H", "H", "H", "H", "H"], "xyz": [[0.18275, 2.17352, -0.33432], [-0.77893, 2.34358, -0.00749], [-1.09305, 1.19238, 0.01418], [-0.27082, -0.06503, -0.07439], [-1.10434, -1.21941, 0.30399], [-2.39864, -1.17408, -0.26394], [-2.74703, -2.08792, -0.11025], [1.28713, -0.13415, -0.02016], [1.94534, -1.46784, -0.09153], [1.95234, 1.00434, 0.06107], [2.98496, 0.94682, 0.30056], [-2.20086, 1.04643, 0.54981], [-0.51075, -2.00245, 1.09497], [3.04577, -1.23687, -0.34128], [1.62223, -1.62568, -1.20542], [1.88485, -2.20142, 0.80028]], "lowdin_charge": [0.026, 0.114, -0.330, -0.042, -0.175, 0.056, -0.010, -0.382, -0.078, 0.092, 0.082, 0.154, 0.167, 0.092, 0.128, 0.106], "homo_lumo_gap_ev": 9.639, "homo_ev": -9.28, "smiles": "[H]/N=C\\N(/C=N/[H])/C(C)=N/[H]"}

x) {"formula": "C4H8N4", "method": "ωB97M-V/def2-TZVPD", "species": ["H", "N", "C", "N", "N", "C", "C", "C", "N", "H", "H", "H", "H", "H", "H", "H"], "xyz": [[0.85709, 0.30497, -2.06457], [0.92269, -0.64329, -1.79472], [0.20950, -0.69937, -0.71370], [-0.23106, -1.86102, -0.13939], [-0.17344, -1.54460, 1.18315], [-0.84859, -0.29169, 1.24758], [-0.05473, 0.49675, 0.19228], [-0.24027, 1.80302, -0.54001], [0.91122, 1.50429, 0.34408], [-0.17375, -2.92470, -0.52663], [0.74251, -1.49005, 1.72801], [-1.00491, 0.34735, 2.25208], [-1.83632, -0.67132, 0.84979], [0.01042, 1.88929, -1.48680], [-0.84898, 2.76176, -0.33928], [1.75861, 1.01862, -0.19187]], "lowdin_charge": [-0.004, 0.134, -0.395, -0.007, -0.135, -0.152, -0.427, -0.071, 0.054, 0.231, 0.154, 0.167, 0.130, 0.027, 0.137, 0.157], "homo_lumo_gap_ev": 9.907, "homo_ev": -8.87, "smiles": "[H]/N=C1/NNC[C@]12CN2"}

Q: Which of them is the most stable? A: w).

w) {"formula": "C4H8N4", "method": "ωB97M-V/def2-TZVPD", "species": ["H", "N", "C", "N", "C", "C", "N", "N", "C", "H", "H", "H", "H", "H", "H", "H"], "xyz": [[3.13791, -0.88273, -0.60749], [2.68086, 0.07200, -0.79669], [1.58977, -0.04690, -0.04821], [1.36315, -1.06694, 0.77456], [0.40276, 0.98306, -0.42180], [-0.34181, 1.54854, 0.84431], [-0.97861, 0.66201, -0.35104], [-1.39162, -0.54673, 0.07783], [-2.54153, -0.79982, -0.50133], [0.28024, -1.38305, 0.59228], [2.10786, -1.70942, 0.64726], [0.66789, 1.56548, -1.21135], [-0.85830, 2.48978, 0.68695], [-0.37818, 0.89875, 1.69939], [-2.60540, -0.03421, -1.26270], [-3.13499, -1.74981, -0.12196]], "lowdin_charge": [0.047, 0.067, -0.477, 0.086, -0.180, 0.048, -0.164, -0.105, 0.021, 0.142, 0.067, 0.090, 0.089, 0.087, 0.069, 0.114], "homo_lumo_gap_ev": 9.663, "homo_ev": -8.97, "smiles": "[H]/N=C(\\N)[C@@H]1CN1N=C"}

x) {"formula": "C4H8N4", "method": "ωB97M-V/def2-TZVPD", "species": ["H", "N", "C", "C", "N", "H", "N", "C", "C", "N", "H", "H", "H", "H", "H", "H"], "xyz": [[0.89390, 2.12495, -0.97927], [0.17097, 1.57174, -1.43070], [-1.01916, 1.37633, -1.01543], [-1.89266, 0.53227, -1.78176], [-2.72814, -0.18152, -2.09399], [-1.68509, 1.85412, -0.21881], [-0.19318, -2.03060, 0.12362], [-0.15487, -0.97881, 1.08619], [0.75670, 0.03123, 1.23841], [2.03304, 0.16596, 0.69532], [-0.67059, -2.87789, 0.37678], [0.71456, -2.22225, -0.39942], [-1.14538, -1.13213, 1.61915], [0.35968, 0.66231, 1.97581], [2.08622, 0.27276, -0.41222], [2.47397, 0.83155, 1.21633]], "lowdin_charge": [0.053, 0.103, -0.261, -0.227, 0.163, 0.138, 0.013, -0.227, -0.293, 0.024, 0.060, 0.105, 0.122, 0.073, 0.132, 0.023], "homo_lumo_gap_ev": 7.683, "homo_ev": -7.58, "smiles": "[H]/N=C/C#N.N/C=C\\N"}

Q: Which of them is the most stable? A: x).

w) {"formula": "C4H8N4", "method": "ωB97M-V/def2-TZVPD", "species": ["H", "N", "C", "N", "C", "C", "N", "C", "N", "H", "H", "H", "H", "H", "H", "H"], "xyz": [[-3.47751, 0.59332, -0.09437], [-2.92352, -0.25318, 0.01425], [-1.65474, 0.08682, -0.01995], [-1.10937, 1.29313, -0.37318], [-0.71144, -1.00971, 0.39678], [0.56168, -1.41487, 0.06370], [1.65606, -0.75741, -0.58370], [2.24119, 0.33708, -0.09916], [1.54700, 1.33552, 0.56138], [2.57161, 1.83076, 0.87818], [-0.19724, 1.50047, -0.00489], [-1.63952, 2.03813, -0.72550], [-1.23421, -1.80870, 0.90634], [1.02917, -2.22381, 0.60017], [2.57692, -1.49910, -0.77666], [3.55947, 0.24668, -0.16277]], "lowdin_charge": [0.026, 0.084, -0.484, 0.130, -0.010, -0.117, -0.054, -0.358, 0.004, 0.107, 0.008, 0.078, 0.093, 0.100, 0.216, 0.177], "homo_lumo_gap_ev": 8.776, "homo_ev": -8.70, "smiles": "[H]/N=C(N)/C=C\\N/C=N/[H]"}

x) {"formula": "C4H8N4", "method": "ωB97M-V/def2-TZVPD", "species": ["C", "C", "C", "C", "N", "N", "N", "N", "H", "H", "H", "H", "H", "H", "H", "H"], "xyz": [[-0.95719, 0.78028, -0.18713], [-0.52501, -1.49337, -0.31653], [-0.47346, 2.16625, 0.29514], [0.38495, -2.47926, -0.02972], [5.37140, 0.74205, -0.49334], [4.51090, 0.23218, 0.00280], [-0.22030, -0.25041, 0.13825], [3.79770, -0.46207, 0.62829], [-1.92022, 0.84912, -0.69485], [-1.39628, -1.62765, -0.90620], [-1.02083, 2.91469, -0.32532], [0.58585, 2.11291, 0.24842], [-0.76870, 2.11821, 1.36049], [1.33755, -2.31217, 0.55014], [0.25545, -3.59151, -0.17262], [2.87148, -0.26065, 0.33334]], "lowdin_charge": [-0.176, -0.272, -0.072, 0.021, 0.185, -0.350, -0.008, 0.105, 0.109, 0.087, 0.081, 0.046, 0.083, 0.053, 0.060, 0.049], "homo_lumo_gap_ev": 9.502, "homo_ev": -9.02}

Q: Which of them is the most stable? A: w).